{"formula": "C51H74BrN2PPtSSi", "method": "ωB97M-V with the def2-TZVPD basis set", "gap_ev": 6.37, "spin_multiplicity": 1, "total_energy_ha": -5819.77621, "lumo_energy_ha": -0.002, "de_lowest_kj_mol": 91.8, "charge": 0, "e_homo_ev": -6.41, "elements": ["Pt", "Br", "S", "P", "Si", "N", "N", "C", "C", "C", "C", "C", "C", "C", "C", "C", "C", "C", "C", "C", "C", "C", "C", "C", "C", "C", "C", "C", "C", "C", "C", "C", "C", "C", "C", "C", "C", "C", "C", "C", "C", "C", "C", "C", "C", "C", "C", "C", "C", "C", "C", "C", "C", "C", "C", "C", "C", "C", "H", "H", "H", "H", "H", "H", "H", "H", "H", "H", "H", "H", "H", "H", "H", "H", "H", "H", "H", "H", "H", "H", "H", "H", "H", "H", "H", "H", "H", "H", "H", "H", "H", "H", "H", "H", "H", "H", "H", "H", "H", "H", "H", "H", "H", "H", "H", "H", "H", "H", "H", "H", "H", "H", "H", "H", "H", "H", "H", "H", "H", "H", "H", "H", "H", "H", "H", "H", "H", "H", "H", "H", "H", "H"], "positions_angstrom": [[0.2350, -0.3784, -0.2659], [-1.6396, 2.5728, 0.1143], [-0.9325, -1.3792, 4.0490], [0.5448, -0.1623, -2.5623], [-3.0646, 4.3305, 0.3392], [2.3785, -0.3288, -0.3142], [-0.1737, -0.0426, 1.9687], [4.3178, -1.1636, -1.5266], [4.2546, -1.2833, -3.9508], [1.3395, 2.4491, -2.5933], [0.1050, -2.7823, -3.2637], [-5.9042, 4.5138, 0.6484], [5.5739, -0.2224, 4.4210], [2.9757, -0.7156, -1.4674], [-3.0803, 6.5842, 2.1421], [4.0629, 0.7063, 1.0492], [-2.1614, -2.3468, -0.8591], [-3.6206, 4.3945, -2.4589], [2.1837, 4.5506, 3.0727], [4.9503, -1.5619, -5.2588], [-5.0726, 2.3789, -0.3439], [4.8609, 0.7182, 2.1831], [-3.1333, -3.2492, -0.4481], [3.0437, 3.9518, 5.3252], [-0.8391, 5.6905, 1.5215], [-1.5185, 5.5251, -1.7840], [-0.0227, 0.0670, 4.3066], [3.8788, -1.3201, 2.9263], [-2.2933, 5.3020, 1.8294], [-0.3738, -1.3737, -3.6260], [0.9482, 1.9133, 3.0908], [4.9240, -1.4356, -2.7328], [2.9335, -0.8760, -3.8971], [-1.3747, -1.6422, 0.0504], [-2.2530, 4.4450, 3.1061], [1.7992, 3.9647, 4.4249], [-0.3490, -1.1547, -5.1391], [3.1693, -0.3474, 0.8467], [0.3109, 0.6624, 3.0823], [0.5092, 1.4664, -3.4274], [2.2824, -0.6241, -2.6903], [-3.7075, 6.6038, -1.3351], [3.1139, -1.4003, 1.7704], [-1.6529, -1.8544, 1.4035], [-0.9215, 1.9836, -3.5832], [4.1627, 1.7779, -0.0025], [0.2885, 0.6599, 5.5186], [-4.7799, 2.7978, 2.0638], [4.7592, -0.2706, 3.1551], [-4.7685, 3.4794, 0.6875], [-2.9715, 5.2533, -1.3630], [0.8945, 1.8923, 5.5010], [2.2847, -2.6282, 1.5019], [-0.8981, -1.0674, 2.3426], [-3.3816, -3.4491, 0.9035], [0.7363, 4.8755, 5.0580], [-2.6488, -2.7363, 1.8295], [1.2181, 2.5480, 4.3044], [4.3195, -1.2904, -6.1053], [-5.6642, 2.1574, 2.1366], [-1.0748, -1.8253, -5.6040], [2.5826, 5.5572, 3.2121], [-1.4099, -1.2631, -3.2899], [-3.2310, 4.3560, 3.5716], [-0.2340, 4.8155, 1.2794], [-4.8395, 3.5199, 2.8758], [5.9580, -1.7652, -2.7423], [0.1961, -2.8986, -2.1819], [1.3211, 4.6207, 2.4067], [1.2629, 3.4580, -3.0047], [-3.7246, 7.0263, -2.3451], [-0.1668, 4.8823, 4.4441], [-5.2523, 2.7747, -1.3385], [-1.8597, 3.4428, 2.9237], [0.6267, -1.3887, -5.5627], [-1.5466, 1.3190, -4.1811], [0.0201, 0.1835, 6.4525], [6.4544, 0.4090, 4.3049], [-4.1354, 6.3797, 2.3334], [-3.0171, 7.3085, 1.3308], [5.5831, 1.5160, 2.3033], [-4.7061, 4.3911, -2.3638], [-3.7040, -3.7974, -1.1881], [-3.2638, 3.3640, -2.4477], [3.1893, 2.2499, -0.1582], [-5.9782, 1.8474, -0.0351], [-4.1443, -4.1457, 1.2256], [5.9021, -1.2219, 4.7083], [5.2045, -2.6204, -5.3526], [1.0827, -2.9766, -3.7048], [5.8810, -0.9959, -5.3340], [-0.8909, 4.6354, -1.7170], [-2.8541, -2.8425, 2.8892], [4.8879, 2.5396, 0.2752], [-6.8526, 4.0369, 0.9151], [-1.5958, 4.9295, 3.8352], [-0.7640, 6.3967, 0.6975], [-1.5072, 5.8711, -2.8229], [-1.0611, 6.3085, -1.1841], [-3.3840, 4.8216, -3.4387], [0.4634, 4.5362, 6.0584], [-5.7376, 5.3295, 1.3545], [-3.2048, 7.3252, -0.6917], [-2.0126, -2.2127, -1.9211], [1.4001, -2.3934, 0.9101], [-0.5985, -3.5300, -3.6357], [1.9711, -3.1028, 2.4327], [3.8129, -2.1179, 3.6607], [-0.9158, 2.9657, -4.0611], [-3.9027, 2.1662, 2.2174], [0.9699, 2.4671, -1.5653], [-0.6138, -0.1363, -5.4199], [4.8737, -1.2702, -0.6029], [-4.7403, 6.5098, -0.9989], [3.7758, 3.2495, 4.9512], [1.1135, 5.8977, 5.1340], [3.4959, 4.9458, 5.3527], [2.3906, 2.1603, -2.5755], [2.9417, 3.9466, 2.5972], [-2.6691, 7.0595, 3.0385], [4.9748, 0.1801, 5.2422], [-6.0221, 4.9449, -0.3470], [-1.3812, 2.0833, -2.5996], [4.4680, 1.3493, -0.9598], [2.3960, -0.7471, -4.8302], [-4.2663, 1.6468, -0.4044], [1.1665, 2.3774, 2.1385], [0.9850, 1.3161, -4.3995], [-0.4033, 6.1715, 2.4033], [1.0900, 2.3767, 6.4490], [2.7961, 3.6681, 6.3489], [2.8676, -3.3548, 0.9294]], "forces_ev_per_a": [[0.4327, -0.3033, -0.0830], [-0.0743, 0.0032, 0.1072], [-0.1174, 0.0956, -0.1560], [0.4607, -1.2437, 0.4387], [0.1924, -0.1024, 0.0494], [-0.6997, 0.1845, -0.1898], [0.2426, -0.5975, -0.2756], [0.1486, -0.0974, -0.0728], [-0.0250, 0.0268, -0.1821], [0.0491, -0.0615, -0.0882], [-0.0014, 0.0528, 0.0440], [0.0663, -0.0038, -0.0281], [-0.0940, 0.0228, -0.0560], [0.1088, 0.1671, -0.1439], [-0.0148, -0.0648, -0.0394], [0.0412, 0.1350, -0.0333], [-0.0203, -0.2355, -0.0890], [-0.0183, 0.0113, 0.0465], [-0.2532, 0.0779, 0.0272], [-0.0039, -0.0177, 0.1427], [0.0343, -0.0050, 0.0215], [0.0029, 0.0502, 0.1091], [0.1524, 0.0325, -0.0423], [-0.2451, 0.0965, 0.0515], [-0.1506, 0.0247, -0.1120], [0.0174, -0.0481, 0.0260], [0.0638, -0.0347, -0.3245], [0.1265, -0.0089, 0.0814], [-0.1348, 0.0052, -0.0690], [0.0101, 0.1191, 0.0946], [-0.0267, -0.0538, 0.0796], [-0.0928, 0.0173, 0.0705], [0.0732, 0.0110, -0.0077], [-0.2890, 1.5827, -0.8684], [-0.0947, 0.0390, -0.0579], [-0.0566, -0.0445, 0.0188], [0.0010, 0.0412, 0.0667], [0.0117, 0.0278, 0.3583], [0.0336, 0.1581, 0.1338], [-0.5327, 0.2852, 0.7907], [-0.0871, -0.0215, 0.0099], [0.0447, -0.0386, 0.0565], [-0.2512, 0.0782, -0.0726], [-0.1677, -0.4327, -0.1266], [0.0550, -0.0901, -0.0719], [-0.0210, 0.0175, 0.1415], [-0.0452, -0.0307, 0.0966], [0.0349, 0.0314, 0.0122], [0.0221, -0.0353, -0.0383], [0.0352, 0.0961, -0.0722], [-0.0389, 0.0725, 0.1295], [-0.0249, -0.0293, 0.1144], [-0.0190, 0.0887, 0.0233], [0.1985, 0.3200, 0.5478], [-0.0741, -0.0585, 0.0678], [0.0208, -0.0677, -0.0572], [0.1330, -0.0522, 0.0761], [0.0466, 0.0315, -0.2694], [0.0063, -0.0040, -0.0132], [-0.0153, 0.0144, -0.0266], [0.0137, -0.0057, -0.0213], [0.0041, -0.0037, -0.0225], [0.0570, 0.1219, -0.1270], [0.0024, -0.0268, 0.0058], [-0.0862, 0.0644, -0.0575], [-0.0008, -0.0143, 0.0051], [0.0042, -0.0053, 0.0401], [0.0081, -0.0739, -0.0327], [0.2257, -0.0486, 0.1218], [-0.0104, -0.0126, -0.0333], [0.0008, -0.0086, -0.0064], [0.5094, 0.0235, 0.3051], [-0.0118, -0.0355, -0.0231], [0.0410, -0.0126, 0.0403], [-0.0217, -0.0029, -0.0095], [-0.0165, 0.0090, -0.0021], [0.0084, 0.0045, 0.0065], [0.0026, 0.0136, 0.0034], [0.0042, 0.0308, 0.0456], [-0.0223, 0.0245, 0.0303], [0.0352, 0.1129, 0.0809], [-0.0083, -0.0337, -0.0259], [-0.0280, 0.0330, -0.0048], [-0.0166, -0.0056, -0.0288], [0.0290, 0.0113, -0.0095], [-0.0136, 0.0288, 0.0194], [-0.0172, 0.0291, 0.0107], [0.0152, 0.0198, 0.0335], [0.0026, 0.0042, -0.0469], [0.0026, 0.0085, 0.0008], [-0.0018, -0.0015, -0.0510], [0.0043, -0.0027, -0.0332], [-0.0080, -0.0761, -0.0234], [0.0439, 0.0669, 0.0722], [0.0068, -0.0273, -0.0041], [-0.4925, -0.0179, -0.2763], [0.0171, 0.0297, 0.0246], [-0.0222, -0.0125, -0.0062], [0.0225, -0.0043, -0.0288], [0.0148, 0.0223, 0.0109], [-0.0138, 0.0246, 0.0094], [-0.0503, 0.0156, -0.0067], [-0.0044, 0.0189, -0.0219], [-0.0955, -0.0328, 0.1632], [-0.0052, -0.0587, -0.0030], [-0.0116, 0.0012, 0.0015], [0.0176, -0.0101, 0.0023], [-0.0193, -0.0211, -0.0292], [-0.0230, 0.0057, 0.0034], [-0.0086, -0.0046, 0.0232], [0.0214, 0.0796, -0.0022], [0.0115, -0.0097, -0.0480], [0.0190, -0.0230, -0.0695], [-0.0111, 0.0437, -0.0081], [0.2819, -0.2093, -0.1347], [0.0175, 0.0137, 0.0182], [-0.0214, -0.0107, 0.0055], [-0.0012, -0.0040, 0.0455], [0.3270, -0.2156, -0.2507], [0.0134, -0.0118, 0.0112], [0.0518, -0.0009, 0.0248], [-0.0450, -0.0082, 0.0018], [-0.0162, 0.0369, -0.0275], [-0.0076, 0.0686, 0.0079], [0.0155, -0.0036, 0.0048], [-0.0162, -0.0233, -0.0043], [0.0736, 0.0443, -0.0174], [-0.0074, -0.1648, 0.0100], [-0.0245, -0.0041, -0.0133], [0.0450, 0.0018, -0.0356], [0.0338, 0.0205, -0.0082], [-0.0208, -0.0195, -0.0020]], "lowdin_charge": [0.8868, 0.5579, 1.1354, 0.9710, 0.5098, -0.1150, 0.0035, -0.0173, -0.2919, -0.1181, -0.1200, -0.0887, -0.0552, -0.3407, -0.0802, -0.2160, -0.1168, -0.1053, -0.0486, -0.0631, -0.1147, -0.0137, -0.0772, -0.0416, -0.1105, -0.1084, -0.4652, -0.0146, -0.6068, -0.5262, 0.0523, -0.0413, -0.0626, -0.2428, -0.1031, -0.5401, -0.0979, -0.2712, -0.2635, -0.5074, -0.3096, -0.0862, -0.2055, -0.2849, -0.1237, -0.0292, -0.0755, -0.1047, -0.2746, -0.6240, -0.6136, -0.0373, -0.0317, -0.5450, -0.0895, -0.0368, -0.0592, -0.1494, 0.0693, 0.0861, 0.0843, 0.0934, 0.0803, 0.0657, 0.0394, 0.0650, 0.1140, 0.0583, 0.0486, 0.0812, 0.0898, 0.0380, 0.0536, 0.0591, 0.0637, 0.0651, 0.1112, 0.0724, 0.0673, 0.0617, 0.1113, 0.0678, 0.1028, 0.0543, 0.0692, 0.0860, 0.1014, 0.0745, 0.0756, 0.0766, 0.0745, 0.0385, 0.0873, 0.0763, 0.0893, 0.0507, 0.0630, 0.0873, 0.0590, 0.0882, 0.0849, 0.0659, 0.0630, 0.0524, 0.0356, 0.0864, 0.0782, 0.1179, 0.0833, 0.0681, 0.0345, 0.0574, 0.1171, 0.0655, 0.0816, 0.0929, 0.0872, 0.0694, 0.0817, 0.0903, 0.0761, 0.0638, 0.0045, 0.0745, 0.0929, 0.0492, 0.1057, 0.1118, 0.0844, 0.1083, 0.0752, 0.0888]}